ORCA calculation (wB97M-V/def2-TZVPD) on one molecule with the formula C10H21B in a non-equilibrium geometry.

```
32
Properties=species:S:1:pos:R:3
B -1.00913 1.61436 0.60075
C -0.50037 0.05898 0.71974
C -0.45703 -0.93957 -0.41157
C 0.83355 -0.31854 0.09546
C -2.53955 1.79849 0.26728
C -0.83750 -0.38403 2.14014
C -0.98278 -0.57148 -1.78727
C -0.70952 -2.41514 -0.14217
C 1.85860 -1.15471 0.83742
C 2.45006 1.64994 0.02730
C 1.50544 0.74663 -0.76348
H -0.40063 2.67105 0.87369
H -2.78923 2.75132 -0.19558
H -3.07992 1.77321 1.21661
H -2.95677 0.99960 -0.34258
H -0.27474 -1.26045 2.44796
H -1.90038 -0.60638 2.22194
H -0.60128 0.41841 2.83992
H -1.99186 -0.95838 -1.91317
H -0.35647 -1.01828 -2.55814
H -1.01385 0.50076 -1.94495
H -1.73157 -2.67621 -0.41391
H -0.57213 -2.68571 0.89862
H -0.03496 -3.01906 -0.74877
H 1.44087 -2.05917 1.26378
H 2.30006 -0.57416 1.64580
H 2.65424 -1.44811 0.15328
H 1.94946 2.02119 0.91540
H 2.74703 2.50143 -0.58057
H 3.34927 1.11977 0.32949
H 2.06074 0.26781 -1.57691
H 0.73701 1.37794 -1.21145
```

SMILES string: CB[C@@]1(C)C(C)(C)[C@@]1(C)CC
strongest force on any atom: 1.83 eV/A
ΔE to the lowest compared entry with this formula, charge and spin: 0.000 eV
E_LUMO: 0.0290 Eh
DFT total energy: -418.43053 hartree

Results of the Mulliken charge analysis, in e, for atoms 1 through 2: B 0.405; C 0.417

=====

ORCA calculation (wB97M-V/def2-TZVPD) on C8H13BN2O3 as an isolated structure in a non-equilibrium geometry.

```
27
Properties=species:S:1:pos:R:3
B 0.42377 0.18021 -1.09852
C 0.94651 1.64461 -4.46670
C 0.76335 0.62907 -2.69599
C -0.82468 -0.64268 0.55870
C 0.46744 0.06026 1.10692
C -0.81934 -2.16248 0.85596
C -2.28517 -0.15703 0.90240
C 1.25889 -0.69174 2.10513
C 0.24931 1.45073 1.74704
N 0.36835 1.75422 -3.27300
N 1.70155 0.59041 -4.64111
O 1.61473 -0.04706 -3.44719
O -0.70863 -0.36271 -0.85695
O 1.26438 0.30890 -0.02342
H 0.76212 2.45285 -5.12557
H 0.10850 -2.68168 0.36846
H -1.64851 -2.61220 0.34808
H -0.86349 -2.47422 1.92613
H -2.36573 0.88598 1.25083
H -2.63799 -0.79684 1.64090
H -2.91972 -0.25592 -0.04489
H 0.74069 -0.55514 3.10595
H 2.42452 -0.33251 2.09973
H 1.43603 -1.70518 1.98387
H 1.17655 1.91059 2.06632
H -0.53197 1.53914 2.58878
H -0.10147 2.07042 1.01817
```

strongest force on any atom: 4.87 eV/A
ΔE to the lowest compared entry with this formula, charge and spin: 0.000 eV
E_LUMO: 0.0218 Eh
DFT total energy: -672.73312 hartree

Results of the Mulliken charge analysis, in e, for atoms 1 through 2: B 0.523; C -0.069

=====

ORCA calculation (wB97M-V/def2-TZVPD) on a 2-piece molecular cluster, C6H16NO2 overall.

```
25
Properties=species:S:1:pos:R:3
C -1.81641 0.54232 -1.51157
N -1.24717 0.57760 -0.17022
C 0.10285 0.00207 -0.08975
C 0.34913 -0.57249 1.32424
C -0.42440 -1.87547 1.52289
C 0.01653 0.41335 2.44001
C 1.20094 1.00849 -0.50496
O 1.12894 1.45579 -1.81650
H -2.70891 1.17579 -1.53264
H -2.13068 -0.47871 -1.74298
H -1.12409 0.89009 -2.28207
H -1.16845 1.54434 0.13209
H 0.15733 -0.82467 -0.80336
H 1.41512 -0.82121 1.38349
H -0.11505 -2.64504 0.80787
H -1.49349 -1.69850 1.39761
H -0.27417 -2.28499 2.52435
H 0.23413 -0.00554 3.42468
H -1.05094 0.64250 2.44064
H 0.55327 1.36084 2.34529
H 2.17528 0.51213 -0.30065
H 1.10564 1.86388 0.19321
H 2.32101 -0.76726 -3.06767
H 1.31200 0.41875 -2.72098
O 1.48159 -0.43408 -3.39299
```

total charge: -2
strongest force on any atom: 0.66 eV/A
spin multiplicity: 2
E_LUMO (spin up / spin down): 0.2381 / 0.2334 Eh
DFT total energy: -443.30900 hartree

Results of the Mulliken charge analysis, in e, for atoms 1 through 2: C -1.131; N 0.087

=====

ORCA calculation (wB97M-V/def2-TZVPD) on a 3-piece molecular cluster, CH6OS overall in a non-equilibrium geometry.

```
9
Properties=species:S:1:pos:R:3
C 0.46665 -0.98301 -1.29111
S -0.39968 0.42020 -0.64423
H 1.55717 -0.89091 -1.34144
H 0.22792 -1.24092 -2.33133
H 0.21456 -1.95161 -0.79654
H -0.57121 -0.64055 0.93299
H -0.14064 1.54719 1.21657
H -1.12874 1.70222 2.18386
O -0.22603 2.03738 2.07122
```

strongest force on any atom: 4.51 eV/A
ΔE to the lowest compared entry with this formula, charge and spin: 2.418 eV
E_LUMO: -0.0429 Eh
DFT total energy: -515.02067 hartree

Results of the Mulliken charge analysis, in e, for atoms 1 through 2: C -0.742; S -0.239

=====

Q: What is the DFT total energy in the third record?
A: -443.30900 hartree